No. 1
7
Properties=species:S:1:pos:R:3 method="wB97M-V/def2-TZVPD" largest_force_ev_per_a=3.2 e_tot_ev=-15454.544 lumo_energy_ev="-1.37 / -1.37" de_lowest_ev=4.2647 spin_multiplicity=1 total_charge=0 e_homo_ev="-9.36 / -9.37"
C -1.5771 -0.2912 0.1284
N -0.4514 -0.8314 0.0178
O 2.2561 1.1760 0.1418
S 1.0447 -0.9709 -0.0717
H -2.4684 -0.9016 0.0962
H -1.6885 0.7773 0.2528
H 2.8845 1.0419 -0.5652

---

No. 2
7
Properties=species:S:1:pos:R:3 method="wB97M-V/def2-TZVPD" largest_force_ev_per_a=4.1 e_tot_ev=-15453.237 lumo_energy_ev="-0.21 / -2.60" de_lowest_ev=2.5251 spin_multiplicity=3 total_charge=0 e_homo_ev="-8.05 / -9.74"
C 0.6843 0.1684 -0.1348
N -0.5610 -0.4257 0.2360
O -0.7953 -1.4278 0.8755
S -2.0735 0.7011 -0.4536
H 0.4858 1.3258 0.0970
H 0.7879 0.0326 -1.1538
H 1.4719 -0.3745 0.5336

---

No. 3
8
Properties=species:S:1:pos:R:3 method="wB97M-V/def2-TZVPD" largest_force_ev_per_a=5.2 e_tot_ev=-26290.904 lumo_energy_ev=-0.17 de_lowest_ev=2.0646 spin_multiplicity=1 total_charge=0 smiles="C=N[S@@H](=O)=S" e_homo_ev=-9.66
C 1.1390 -0.0900 -0.8939
N 0.4385 0.6753 -0.2568
S -0.7675 0.0708 0.7181
O -0.9268 -1.3739 0.4820
S -0.8947 0.7811 2.5144
H 1.8546 0.4343 -1.7095
H 0.9956 -1.1731 -0.9160
H -1.8387 0.6756 0.0618

---

No. 4
6
Properties=species:S:1:pos:R:3 method="wB97M-V/def2-TZVPD" largest_force_ev_per_a=6.1 e_tot_ev=-13405.368 lumo_energy_ev="-0.88 / -0.88" de_lowest_ev=5.4857 spin_multiplicity=1 total_charge=0 e_homo_ev="-8.49 / -8.49"
C 0.3052 0.9322 -0.1054
N -0.6900 0.2815 0.2284
S -2.7440 -0.0293 0.1608
H 0.1965 1.9638 -0.3357
H -1.7926 0.5921 1.2497
H -0.4090 -0.7472 0.2030